Below is a molecular structure, C62H57N9O2PbSTe, with properties calculated with the ωB97M-V functional and the def2-TZVPD basis.

Each line ends with the Löwdin charge.
Positions of all 133 atoms, in Å:
1 C -0.1421 3.4989 -1.8154  -0.076
2 C 3.5177 0.8218 3.5170  -0.157
3 C -0.3502 4.9059 3.9176  -0.104
4 H 3.1682 -4.3472 -4.2675  0.108
5 N 2.7155 -0.1364 -2.0012  0.109
6 H 3.5232 -3.7005 0.5443  0.101
7 H 0.7213 -5.2985 3.1938  0.057
8 C 4.7504 0.3594 3.0078  -0.007
9 C -0.7223 2.2595 -1.3906  -0.342
10 C 1.0074 5.7098 -1.1439  -0.156
11 C 1.0373 0.8365 3.2712  -0.213
12 H -3.6663 4.8539 4.6031  0.080
13 H 1.6826 9.5014 -1.5573  0.100
14 H -1.5537 -7.6721 -0.3362  0.096
15 C -1.5315 5.0574 4.6302  -0.097
16 H 2.3174 -2.2875 -4.3433  0.121
17 H 1.9147 -0.2683 -5.2632  0.109
18 C -1.6110 4.2210 1.9831  -0.117
19 C 2.1882 2.1552 4.9810  -0.072
20 H -4.3884 -3.3742 0.6800  0.107
21 H 0.3745 -4.9916 -1.9201  0.063
22 C -0.4669 -7.8098 -0.3084  -0.061
23 H -3.2619 2.8652 -0.6353  0.112
24 C -0.5117 4.0466 -3.0529  -0.007
25 H -0.2073 -8.2483 0.6498  0.073
26 O 1.4372 3.7076 -0.0295  0.066
27 H -5.4863 2.1135 0.3301  0.039
28 H 0.6016 5.1185 4.3890  0.102
29 C -1.2351 -0.0309 3.2889  -0.205
30 C 2.8207 1.1939 -1.8800  -0.127
31 C 1.0179 1.7732 4.2908  -0.034
32 C -3.7886 -2.6817 1.2566  -0.040
33 H 0.5273 4.3203 2.0419  0.094
34 C -2.7986 4.3515 2.7020  -0.557
35 C 2.0896 -7.6213 1.1983  -0.069
36 Pb 0.2608 -0.4292 0.4128  1.391
37 H -0.1871 -8.5053 -1.1014  0.092
38 C -2.6464 0.6343 -1.7094  -0.234
39 C -2.7056 -0.6452 -2.4775  -0.172
40 H -0.6352 8.6440 -1.5881  0.103
41 C -0.3023 -5.8010 -1.6571  -0.110
42 C -3.8695 -1.4159 -2.4596  -0.039
43 N 2.4111 -2.0194 -3.3800  0.124
44 H -0.3604 -6.5047 -2.4901  0.088
45 H 0.0937 2.2666 4.5440  0.085
46 C -1.6501 -2.3282 -3.8444  -0.082
47 H 3.9842 -6.2307 -2.8783  0.107
48 H 3.5689 -1.1052 0.1939  0.068
49 H -0.7815 -2.6884 -4.3799  0.094
50 H -2.8961 4.3209 -5.2426  0.077
51 H -0.9638 0.9339 5.1841  0.079
52 N 1.2639 -6.4753 1.5519  -0.211
53 C -2.1558 -0.9172 2.6113  -0.159
54 C 2.4343 -0.6290 -3.1940  -0.317
55 H -4.6846 -1.1199 4.9174  0.107
56 C -1.8306 4.0830 -5.2082  -0.057
57 H 1.7529 -6.7019 3.5566  0.089
58 H 3.0364 1.5678 -0.8828  0.107
59 C -1.6206 0.3470 4.5705  -0.015
60 C 3.4146 1.6574 4.6529  -0.055
61 C -2.7502 4.7617 4.0324  -0.172
62 H 1.7409 -8.5383 1.6809  0.089
63 H 3.1195 5.5217 -0.8753  0.115
64 C -2.8081 -3.0914 -3.8187  -0.097
65 C -3.3766 -1.3166 3.2004  -0.163
66 C 2.3511 0.4572 2.8089  -0.155
67 H 2.1109 2.1966 -5.0120  0.111
68 H 2.0927 -7.7638 0.1219  0.083
69 H 2.4403 -5.2430 2.8020  0.088
70 H 5.6603 0.6030 3.5454  0.117
71 C 2.1757 0.1765 -4.3090  -0.025
72 N 2.4338 -0.2250 1.6439  -0.012
73 H 2.7595 3.1358 -2.7917  0.103
74 H -1.5089 5.3915 5.6607  0.099
75 H -4.8330 -3.2169 -3.1046  0.101
76 H -2.8458 -4.0380 -4.3442  0.099
77 C -2.8494 -0.0402 5.1384  -0.080
78 C -1.4541 3.4744 -3.8800  -0.270
79 C -4.1906 -2.2131 2.4723  -0.003
80 C 3.8165 -5.1185 -1.0411  -0.081
81 C 2.5519 7.5644 -1.2303  -0.080
82 H -4.6145 1.4302 1.7129  0.035
83 C 4.7969 -0.3546 1.8424  -0.044
84 C -3.7349 -0.8386 4.4786  -0.063
85 C 3.6984 -5.2946 -2.4156  -0.077
86 C 2.8812 -3.0475 -2.5620  -0.303
87 N 2.9780 -2.8781 -1.2508  0.125
88 H -1.6248 3.3970 -6.0344  0.075
89 C 0.5305 -5.7975 0.6318  -0.780
90 H -1.2751 5.0036 -5.3891  0.072
91 Te -4.7127 4.1284 1.8213  1.247
92 H 2.0953 2.8601 5.7987  0.105
93 H -2.1901 -2.5954 -0.2068  0.081
94 H -0.0078 4.9425 -3.3962  0.119
95 H 4.1747 -5.9133 -0.4006  0.093
96 C -2.0839 2.3161 -3.4190  0.022
97 H -1.0682 6.2313 -1.3171  0.121
98 H 5.7343 -0.6962 1.4236  0.104
99 H 4.3046 1.9284 5.2074  0.107
100 C -0.3897 4.4712 2.5994  -0.068
101 C 0.1936 7.9594 -1.4574  -0.078
102 C 2.2944 1.5426 -4.1691  -0.059
103 H 3.1146 -7.4387 1.5307  0.087
104 H 3.5679 7.9362 -1.1837  0.101
105 C -3.9225 -2.6287 -3.1264  -0.084
106 C -1.7645 1.7340 -2.2089  -0.121
107 N -1.7894 -1.4026 1.4002  -0.038
108 H -4.7208 -1.0385 -1.9060  0.112
109 C 3.4496 -3.8929 -0.5212  -0.152
110 O -0.3589 1.6848 -0.3000  -0.283
111 C 3.2357 -4.2543 -3.1894  -0.026
112 C 2.3049 6.2085 -1.0721  -0.027
113 H -1.2931 -5.3744 -1.4731  0.074
114 N -0.0489 0.2573 2.6394  -0.038
115 C 2.6494 2.0702 -2.9333  -0.064
116 C 1.4948 8.4423 -1.4321  -0.091
117 C 0.8075 4.2232 -0.9353  -0.321
118 C -0.0495 6.6003 -1.3172  -0.037
119 H -1.6209 3.9283 0.9394  0.080
120 C -4.5723 2.1801 0.9248  -0.506
121 S 0.0691 -4.2069 0.8257  0.707
122 H -2.4447 1.9999 0.6668  0.090
123 H -0.6916 -0.5145 -3.2051  0.104
124 C -2.5572 -2.2416 0.7502  -0.203
125 C 1.5613 -5.8931 2.8501  -0.088
126 C 3.5949 -0.6078 1.1613  -0.143
127 H -3.0886 0.3200 6.1320  0.105
128 C -1.5999 -1.1062 -3.1847  -0.030
129 N -3.4129 0.7658 -0.7022  0.135
130 N 0.2083 -6.5268 -0.4994  -0.230
131 C -3.3468 2.0125 0.0479  -0.325
132 H -2.8781 1.8731 -4.0154  0.134
133 H -5.1357 -2.5230 2.9044  0.118

Values from the calculation:
net charge: 0
frontier orbital gap: 7.009 eV
highest occupied orbital energy: -6.63 eV